This record from the Open Molecules 2025 dataset describes a cluster of 17 separate species, C63H169N23O26 in total in a non-equilibrium geometry. The level of theory is the ωB97M-V functional and the def2-TZVPD basis.

Calculated values
- HOMO-LUMO gap: 0.294 Ha
- HOMO energy: -0.2928 Ha
- E_LUMO: 0.02 eV
- E_tot: -155573.287 eV

Each line ends with the Löwdin charge.
Cartesian coordinates (Å):
C1 1.83 3.92 -2.01  -0.66
O1 0.89 3.14 -2.11  -0.01
N1 3.11 3.68 -2.43  0.17
N2 1.70 5.19 -1.58  0.17
H1 3.29 2.81 -2.91  0.06
H2 3.89 4.28 -2.27  0.10
H3 2.29 5.93 -1.90  0.10
H4 0.77 5.44 -1.27  0.07
C2 -2.64 2.68 -3.11  -0.63
O2 -2.46 3.54 -4.00  -0.02
N3 -1.79 2.29 -2.15  0.19
N4 -3.77 1.94 -3.07  0.16
H5 -0.82 2.60 -2.13  0.04
H6 -1.97 1.46 -1.61  0.07
H7 -4.47 2.07 -3.77  0.11
H8 -3.90 1.33 -2.27  0.03
C3 0.25 2.77 -6.12  -0.68
O3 1.11 2.23 -6.83  -0.01
N5 -1.09 2.77 -6.35  0.17
N6 0.55 3.46 -4.99  0.18
H9 -1.43 2.70 -7.30  0.09
H10 -1.71 3.08 -5.61  0.05
H11 1.53 3.52 -4.80  0.09
H12 -0.21 3.70 -4.35  0.07
C4 4.98 0.60 -4.41  -0.67
O4 4.81 1.77 -4.05  0.01
N7 5.77 0.22 -5.44  0.17
N8 4.16 -0.41 -4.04  0.18
H13 6.38 0.94 -5.81  0.11
H14 5.98 -0.73 -5.68  0.10
H15 4.20 -1.27 -4.54  0.10
H16 3.29 -0.13 -3.60  0.09
C5 -1.75 6.20 0.55  -0.68
O5 -0.86 6.57 -0.21  0.00
N9 -2.44 7.03 1.37  0.17
N10 -2.07 4.88 0.67  0.18
H17 -2.08 7.95 1.53  0.10
H18 -3.10 6.68 2.04  0.08
H19 -2.73 4.60 1.38  0.06
H20 -1.84 4.35 -0.16  0.09
C6 -3.88 -0.80 -0.31  -0.62
O6 -4.06 0.13 -1.12  -0.02
N11 -2.66 -1.19 0.13  0.20
N12 -4.91 -1.51 0.17  0.18
H21 -1.79 -0.65 -0.02  0.07
H22 -2.75 -1.95 0.77  0.06
H23 -4.66 -2.31 0.72  0.10
H24 -5.83 -1.33 -0.20  0.10
C7 0.78 -4.67 -3.88  -0.67
O7 1.27 -3.79 -4.59  -0.01
N13 1.36 -5.21 -2.78  0.18
N14 -0.40 -5.29 -4.20  0.18
H25 0.86 -5.87 -2.19  0.05
H26 2.17 -4.68 -2.47  0.05
H27 -0.83 -5.91 -3.55  0.06
H28 -0.92 -5.04 -5.04  0.06
C8 3.73 1.92 5.08  -0.07
C9 2.47 1.54 5.80  -0.32
O8 2.73 0.99 7.08  -0.08
H29 3.39 2.31 4.12  0.06
H30 4.27 0.99 4.90  0.07
H31 4.39 2.60 5.61  0.08
H32 2.04 0.79 5.13  0.09
H33 1.68 2.25 6.06  0.10
H34 2.81 1.63 7.78  0.08
C10 -1.45 8.51 9.52  -0.11
O9 -0.12 8.85 9.18  -0.19
C11 0.88 8.04 9.78  -0.21
C12 0.74 6.54 9.38  -0.22
N15 0.98 6.48 7.94  -0.03
C13 0.41 5.24 7.42  -0.22
C14 0.63 5.07 5.94  -0.23
O10 -0.08 6.11 5.27  -0.20
C15 0.46 6.64 4.09  -0.10
H35 -1.60 8.15 10.54  0.09
H36 -1.78 7.72 8.84  0.08
H37 -2.18 9.31 9.38  0.09
H38 0.87 8.15 10.87  0.12
H39 1.82 8.48 9.47  0.12
H40 -0.23 6.16 9.71  0.10
H41 1.43 5.93 9.98  0.12
H42 0.42 7.21 7.51  0.11
H43 -0.68 5.20 7.57  0.11
H44 0.79 4.33 7.91  0.12
H45 0.15 4.16 5.57  0.09
H46 1.71 5.03 5.76  0.13
H47 -0.05 7.59 3.92  0.09
H48 0.24 6.00 3.24  0.07
H49 1.52 6.88 4.17  0.09
C16 -1.66 0.00 4.36  -0.11
O11 -2.76 -0.64 4.94  -0.18
C17 -3.07 -1.90 4.35  -0.21
C18 -3.66 -2.85 5.41  -0.21
N16 -2.89 -2.69 6.65  -0.05
C19 -3.53 -3.55 7.68  -0.19
C20 -2.83 -3.18 8.99  -0.24
O12 -1.48 -3.55 9.03  -0.17
C21 -1.18 -4.90 9.23  -0.12
H50 -1.83 0.37 3.34  0.06
H51 -0.71 -0.54 4.29  0.09
H52 -1.47 0.86 5.01  0.09
H53 -2.20 -2.31 3.83  0.09
H54 -3.84 -1.83 3.57  0.11
H55 -3.53 -3.87 5.05  0.12
H56 -4.73 -2.63 5.46  0.11
H57 -3.08 -1.76 7.00  0.10
H58 -3.40 -4.61 7.48  0.11
H59 -4.57 -3.22 7.75  0.12
H60 -3.40 -3.46 9.89  0.12
H61 -2.90 -2.11 9.23  0.12
H62 -1.45 -5.21 10.24  0.09
H63 -0.14 -5.17 9.03  0.09
H64 -1.66 -5.57 8.51  0.08
C22 8.88 0.30 -3.18  -0.11
O13 8.26 -0.94 -2.84  -0.21
C23 7.81 -1.03 -1.48  -0.20
C24 6.61 -0.13 -1.22  -0.22
N17 6.02 -0.26 0.12  -0.05
C25 4.73 0.41 0.18  -0.19
C26 4.10 0.41 1.58  -0.25
O14 3.53 -0.83 1.82  -0.19
C27 2.80 -0.95 3.04  -0.07
H65 9.49 0.03 -4.04  0.09
H66 9.51 0.64 -2.35  0.09
H67 8.17 1.12 -3.31  0.07
H68 8.68 -0.69 -0.91  0.12
H69 7.58 -2.07 -1.22  0.12
H70 5.77 -0.37 -1.89  0.09
H71 6.99 0.85 -1.51  0.11
H72 5.99 -1.20 0.48  0.10
H73 4.05 -0.16 -0.47  0.11
H74 4.73 1.43 -0.21  0.12
H75 3.37 1.22 1.66  0.10
H76 4.78 0.80 2.34  0.12
H77 2.26 -1.90 3.01  0.07
H78 2.07 -0.14 3.04  0.06
H79 3.40 -0.80 3.94  0.08
C28 -0.03 5.07 -10.53  -0.11
O15 -0.26 3.79 -9.98  -0.19
C29 -0.90 2.94 -10.91  -0.24
C30 -1.19 1.58 -10.26  -0.22
N18 0.07 0.95 -9.85  -0.06
C31 -0.12 -0.07 -8.83  -0.20
C32 1.05 -1.01 -8.49  -0.20
O16 0.76 -2.32 -8.92  -0.23
C33 1.66 -3.31 -8.50  -0.11
H80 0.46 5.68 -9.77  0.09
H81 -0.95 5.61 -10.74  0.09
H82 0.63 5.04 -11.40  0.09
H83 -0.29 2.83 -11.81  0.12
H84 -1.90 3.28 -11.20  0.12
H85 -1.58 0.91 -11.02  0.12
H86 -1.88 1.70 -9.41  0.11
H87 0.60 1.71 -9.43  0.09
H88 -0.91 -0.74 -9.17  0.12
H89 -0.45 0.44 -7.91  0.09
H90 1.14 -1.05 -7.40  0.10
H91 1.98 -0.69 -8.99  0.13
H92 1.72 -3.30 -7.40  0.08
H93 2.66 -3.18 -8.92  0.09
H94 1.25 -4.28 -8.78  0.09
C34 -7.44 3.09 1.36  -0.11
O17 -6.61 3.06 2.50  -0.19
C35 -5.42 2.32 2.29  -0.23
C36 -4.33 2.57 3.36  -0.16
N19 -3.98 4.02 3.25  -0.07
C37 -3.11 4.51 4.31  -0.19
C38 -3.90 4.79 5.59  -0.21
O18 -4.81 5.87 5.43  -0.19
C39 -5.45 6.19 6.63  -0.12
H95 -6.91 3.44 0.46  0.09
H96 -8.15 3.87 1.63  0.09
H97 -7.97 2.17 1.11  0.08
H98 -4.96 2.51 1.32  0.12
H99 -5.72 1.28 2.39  0.12
H100 -3.47 1.98 3.07  0.10
H101 -4.83 2.32 4.29  0.12
H102 -4.87 4.50 3.24  0.10
H103 -2.62 5.40 3.91  0.10
H104 -2.40 3.71 4.55  0.11
H105 -3.29 5.00 6.47  0.11
H106 -4.48 3.90 5.87  0.12
H107 -4.73 6.23 7.45  0.08
H108 -6.15 5.38 6.88  0.09
H109 -6.08 7.08 6.60  0.09
C40 3.84 -3.10 -2.20  -0.11
O19 3.67 -4.17 -1.27  -0.19
C41 3.63 -3.63 0.03  -0.23
C42 3.58 -4.74 1.07  -0.17
N20 4.17 -4.21 2.32  -0.04
C43 3.56 -4.70 3.57  -0.20
C44 4.33 -4.54 4.87  -0.19
O20 4.22 -3.18 5.33  -0.22
C45 4.77 -2.95 6.60  -0.13
H110 4.14 -3.40 -3.20  0.10
H111 4.51 -2.31 -1.85  0.07
H112 2.87 -2.59 -2.29  0.08
H113 2.82 -2.91 0.19  0.11
H114 4.57 -3.11 0.20  0.12
H115 4.20 -5.57 0.72  0.12
H116 2.56 -5.05 1.29  0.10
H117 3.80 -3.26 2.35  0.06
H118 3.36 -5.77 3.46  0.12
H119 2.60 -4.18 3.72  0.11
H120 5.41 -4.67 4.81  0.12
H121 3.90 -5.16 5.66  0.12
H122 4.75 -1.86 6.73  0.08
H123 5.81 -3.22 6.77  0.09
H124 4.11 -3.27 7.41  0.09
C46 -0.23 -3.28 1.97  -0.12
O21 -0.09 -4.64 1.65  -0.20
C47 -0.36 -4.95 0.28  -0.19
C48 -0.13 -6.45 0.10  -0.19
N21 -0.44 -6.93 -1.25  -0.10
C49 -0.22 -8.36 -1.43  -0.18
C50 0.12 -8.71 -2.88  -0.23
O22 -1.02 -8.55 -3.71  -0.20
C51 -0.78 -8.97 -5.04  -0.11
H125 0.66 -2.77 1.59  0.07
H126 -0.23 -3.15 3.05  0.09
H127 -1.12 -2.76 1.62  0.06
H128 0.29 -4.28 -0.29  0.11
H129 -1.42 -4.72 0.14  0.13
H130 -0.72 -7.00 0.84  0.13
H131 0.92 -6.60 0.34  0.12
H132 -1.41 -6.78 -1.50  0.12
H133 -1.16 -8.85 -1.16  0.13
H134 0.63 -8.69 -0.82  0.12
H135 0.54 -9.71 -2.99  0.12
H136 0.88 -7.98 -3.18  0.12
H137 -0.05 -8.41 -5.62  0.09
H138 -1.71 -8.99 -5.60  0.09
H139 -0.43 -10.00 -4.95  0.08
C52 0.86 3.22 3.02  -0.11
O23 0.85 1.90 2.55  -0.21
C53 -0.03 1.77 1.43  -0.19
C54 0.45 0.50 0.74  -0.17
N22 -0.15 0.20 -0.57  -0.06
C55 0.42 -1.01 -1.16  -0.18
C56 0.11 -1.03 -2.65  -0.20
O24 0.93 -0.05 -3.27  -0.17
C57 0.78 -0.03 -4.67  -0.12
H140 -0.16 3.60 3.19  0.08
H141 1.33 3.89 2.29  0.10
H142 1.46 3.29 3.92  0.05
H143 0.04 2.66 0.80  0.11
H144 -1.07 1.67 1.75  0.11
H145 0.11 -0.32 1.37  0.11
H146 1.54 0.59 0.66  0.11
H147 0.05 1.00 -1.17  0.08
H148 -0.07 -1.90 -0.76  0.10
H149 1.50 -1.12 -1.02  0.11
H150 -0.93 -0.78 -2.85  0.11
H151 0.21 -2.05 -3.06  0.11
H152 -0.17 0.30 -5.07  0.08
H153 1.14 -0.92 -5.20  0.08
H154 1.53 0.67 -5.05  0.08
C58 -1.74 -5.44 -7.57  -0.10
O25 -1.65 -4.53 -6.51  -0.23
C59 -1.52 -3.14 -6.85  -0.18
C60 -1.75 -2.23 -5.68  -0.20
N23 -3.19 -2.02 -5.48  -0.03
C61 -3.35 -1.33 -4.21  -0.21
C62 -4.80 -1.09 -3.79  -0.24
O26 -5.36 -2.20 -3.11  -0.19
C63 -6.73 -2.08 -2.84  -0.14
H155 -1.52 -5.00 -8.54  0.09
H156 -2.75 -5.86 -7.54  0.09
H157 -1.13 -6.34 -7.47  0.08
H158 -2.02 -2.78 -7.76  0.13
H159 -0.47 -3.08 -7.13  0.10
H160 -1.18 -1.31 -5.69  0.09
H161 -1.31 -2.77 -4.82  0.10
H162 -3.58 -2.95 -5.52  0.12
H163 -2.88 -0.35 -4.29  0.11
H164 -2.94 -1.91 -3.37  0.12
H165 -5.37 -0.98 -4.72  0.12
H166 -5.04 -0.14 -3.31  0.08
H167 -7.09 -1.06 -2.64  0.09
H168 -6.99 -2.73 -2.01  0.08
H169 -7.33 -2.34 -3.71  0.09

This record from the Open Molecules 2025 dataset describes a structure of composition C63H39Cl5N5O5PV in a non-equilibrium geometry. The level of theory is the ωB97M-V functional and the def2-TZVPD basis.

Calculated values
- Energy above the lowest of the compared OMol25 structures with the same formula, charge and spin: 43.4 kcal/mol
- Spin multiplicity: 4
- HOMO-LUMO gap (spin up / spin down): 0.192 / 0.189 Ha
- HOMO energy (spin up / spin down): -0.0705 / -0.0910 Ha
- E_LUMO (spin up / spin down): 3.31 / 2.67 eV
- <S²>: 3.86
- Charge: -2
- E_tot: -181238.829 eV

Each line ends with the Mulliken spin population.
Cartesian coordinates (Å):
V1 14.63 13.36 13.80  1.95
Cl1 6.94 13.37 19.58  0.00
C1 8.40 13.45 18.58  0.00
C2 8.96 12.24 18.16  0.01
C3 10.12 12.29 17.38  -0.01
C4 10.73 13.49 17.04  0.00
C5 10.20 14.69 17.55  -0.01
C6 9.02 14.67 18.27  0.00
C7 11.91 13.44 16.09  0.03
C8 13.13 13.99 16.42  0.06
C9 13.22 14.95 17.59  -0.01
C10 14.36 15.63 17.46  0.05
C11 15.17 14.97 16.39  -0.02
C12 17.22 14.81 15.93  -0.03
C13 18.41 15.56 16.37  0.01
C14 18.81 15.61 17.69  0.00
C15 19.87 16.41 18.09  0.00
C16 20.48 17.21 17.14  0.00
Cl2 21.80 18.22 17.64  0.00
C17 20.11 17.22 15.81  0.00
C18 19.05 16.38 15.45  0.01
C19 17.59 13.66 14.92  0.23
N1 16.73 13.14 14.02  -0.07
C20 17.53 12.29 13.24  -0.03
C21 17.15 11.53 12.05  0.13
C22 18.21 10.60 11.48  0.06
C23 18.50 9.37 12.07  0.02
C24 19.38 8.46 11.53  0.00
C25 20.09 8.77 10.36  0.00
Cl3 21.25 7.65 9.68  0.00
C26 19.83 9.98 9.77  0.00
C27 18.90 10.89 10.30  0.03
C28 15.94 11.63 11.47  -0.06
C29 15.60 11.27 10.08  0.03
C30 14.32 11.57 9.88  -0.04
C31 13.77 12.05 11.14  0.01
N2 14.82 12.15 12.07  0.10
C32 12.45 12.29 11.34  0.10
C33 11.86 12.51 12.60  0.05
C34 10.47 12.59 12.86  0.09
C35 10.30 12.72 14.24  0.02
C36 11.66 12.92 14.76  0.20
N3 12.56 12.76 13.78  -0.05
C37 11.51 12.21 10.14  0.00
C38 10.54 11.25 10.08  0.02
C39 9.74 11.06 8.96  0.00
C40 10.01 11.75 7.82  0.00
Cl4 9.06 11.29 6.41  0.00
C41 10.92 12.79 7.84  0.00
C42 11.67 13.01 8.98  0.02
C43 18.81 12.31 13.69  0.12
C44 18.91 13.19 14.75  -0.06
N4 14.29 14.06 15.74  -0.02
H1 8.51 11.31 18.42  0.00
H2 10.55 11.40 16.96  0.00
H3 10.68 15.60 17.34  -0.01
H4 8.57 15.59 18.66  0.00
H5 12.50 15.02 18.39  0.00
H6 14.71 16.50 18.05  0.00
H7 18.24 15.00 18.41  0.00
H8 20.09 16.43 19.14  0.00
H9 20.63 17.83 15.11  0.00
H10 18.78 16.34 14.44  -0.01
H11 18.00 9.08 12.98  0.00
H12 19.48 7.50 12.00  0.00
H13 20.35 10.26 8.86  0.00
H14 18.75 11.85 9.80  0.00
H15 16.33 10.92 9.38  0.00
H16 13.68 11.48 9.01  0.00
H17 9.65 12.42 12.16  0.00
H18 9.41 12.88 14.84  0.00
H19 10.36 10.59 10.93  -0.01
H20 8.95 10.30 8.95  0.00
H21 11.13 13.38 6.97  0.00
H22 12.41 13.81 9.00  0.01
H23 19.61 11.69 13.32  0.01
H24 19.81 13.56 15.28  0.00
O1 18.23 15.43 9.01  0.00
Cl5 17.60 14.10 8.82  0.00
O2 16.44 14.27 7.94  0.00
O3 14.36 15.07 12.90  0.01
O4 18.60 13.24 8.14  0.00
O5 16.37 14.37 17.00  0.01
C45 16.07 15.66 15.40  0.01
N5 16.01 16.23 14.30  0.00
P1 14.61 16.66 13.16  0.02
C46 15.81 17.79 12.36  0.00
C47 15.48 19.13 12.32  0.00
C48 16.38 20.05 11.77  0.00
C49 17.57 19.59 11.16  0.00
C50 17.86 18.23 11.17  0.00
C51 17.00 17.32 11.80  0.00
C52 13.60 17.40 14.51  0.00
C53 14.11 18.41 15.31  0.00
C54 13.39 18.92 16.37  0.00
C55 12.06 18.50 16.56  0.00
C56 11.53 17.51 15.72  0.00
C57 12.28 16.96 14.70  0.00
C58 13.27 17.09 11.79  0.00
C59 12.29 18.09 11.90  0.00
C60 11.31 18.24 10.95  0.00
C61 11.29 17.48 9.80  0.00
C62 12.29 16.56 9.65  0.00
C63 13.29 16.36 10.60  0.00
H25 14.53 19.48 12.70  0.00
H26 16.12 21.09 11.72  0.00
H27 18.20 20.33 10.67  0.00
H28 18.73 17.91 10.62  0.00
H29 17.28 16.27 11.86  0.00
H30 15.13 18.77 15.15  0.00
H31 13.77 19.65 17.08  0.00
H32 11.45 18.88 17.37  0.00
H33 10.50 17.26 15.84  0.00
H34 11.87 16.20 14.06  0.00
H35 12.26 18.68 12.81  0.00
H36 10.51 18.95 11.10  0.00
H37 10.50 17.55 9.07  0.00
H38 12.28 15.91 8.77  0.00
H39 13.97 15.57 10.50  0.00